Record 1
# C22H49BCl16NO5P

9 unconnected molecules or ions with the total composition C22H49BCl16NO5P (wB97M-V/def2-TZVPD, the OMol25 dataset).

Last columns: bonded neighbours and bond lengths (Å).
Element x y z (Å)
1 C -1.420 2.333 4.361  C2 1.524, H15 1.092, H16 1.092, H17 1.095
2 C -0.990 3.542 3.538  C1 1.524, O3 1.434, C4 1.522, H18 1.098
3 O -1.999 4.562 3.538  C2 1.434, H19 0.960
4 C -0.614 3.226 2.098  C2 1.522, N5 1.450, H20 1.096, H21 1.102
5 N -1.532 2.310 1.450  C4 1.450, C6 1.453, H22 1.012
6 C -1.169 1.980 0.082  N5 1.453, C7 1.518, H23 1.096, H24 1.095
7 C 0.182 1.318 -0.116  C6 1.518, O8 1.435, H25 1.090, H26 1.094
8 O 0.268 -0.015 0.408  C7 1.435, B9 1.357
9 B 0.750 -0.194 1.663  O8 1.357, C10 1.578, H27 1.197
10 C 1.518 -1.526 2.020  B9 1.578, P11 1.799, H28 1.097, H29 1.091
11 P 2.326 -1.474 3.627  C10 1.799, O12 1.471, O13 1.611, O14 1.611
12 O 1.469 -2.021 4.690  P11 1.471
13 O 2.769 0.035 3.978  P11 1.611, H30 0.966
14 O 3.731 -2.239 3.435  P11 1.611, H31 0.962
15 H -2.463 2.079 4.160  C1 1.092
16 H -1.313 2.527 5.431  C1 1.092
17 H -0.805 1.457 4.136  C1 1.095
18 H -0.093 3.958 4.015  C2 1.098
19 H -2.034 4.937 4.420  O3 0.960
20 H -0.650 4.170 1.543  C4 1.096
21 H 0.431 2.877 2.088  C4 1.102
22 H -1.670 1.468 1.992  N5 1.012
23 H -1.193 2.897 -0.519  C6 1.096
24 H -1.950 1.327 -0.322  C6 1.095
25 H 0.995 1.927 0.281  C7 1.090
26 H 0.360 1.216 -1.191  C7 1.094
27 H 0.558 0.648 2.493  B9 1.197
28 H 0.765 -2.309 2.174  C10 1.097
29 H 2.209 -1.833 1.234  C10 1.091
30 H 3.143 0.543 3.247  O13 0.966
31 H 4.475 -1.664 3.637  O14 0.962
32 Cl -3.514 5.612 0.010  C33 1.783
33 C -4.671 5.083 1.259  Cl32 1.783, C34 1.504, H36 1.087, H37 1.090
34 C -5.322 3.774 0.906  C33 1.504, Cl35 1.785, H38 1.089, H39 1.087
35 Cl -6.432 3.929 -0.485  C34 1.785
36 H -5.403 5.876 1.389  C33 1.087
37 H -4.100 4.964 2.180  C33 1.090
38 H -5.915 3.425 1.750  C34 1.089
39 H -4.577 3.021 0.660  C34 1.087
40 Cl -8.563 5.918 1.171  C41 1.782
41 C -9.492 5.645 -0.325  Cl40 1.782, C42 1.505, H44 1.086, H45 1.089
42 C -10.783 6.420 -0.348  C41 1.505, Cl43 1.785, H46 1.089, H47 1.087
43 Cl -11.959 5.812 0.849  C42 1.785
44 H -9.666 4.576 -0.412  C41 1.086
45 H -8.859 5.960 -1.152  C41 1.089
46 H -11.244 6.317 -1.328  C42 1.089
47 H -10.617 7.474 -0.141  C42 1.087
48 Cl 6.055 1.766 2.699  C49 1.786
49 C 5.297 1.867 1.086  Cl48 1.786, C50 1.505, H52 1.087, H53 1.087
50 C 4.305 2.996 0.991  C49 1.505, Cl51 1.790, H54 1.089, H55 1.086
51 Cl 2.870 2.690 2.017  C50 1.790
52 H 4.824 0.910 0.884  C49 1.087
53 H 6.091 2.017 0.359  C49 1.087
54 H 3.954 3.081 -0.036  C50 1.089
55 H 4.731 3.946 1.299  C50 1.086
56 Cl 6.020 0.301 -1.962  C57 1.790
57 C 7.702 -0.300 -1.863  Cl56 1.790, C58 1.505, H60 1.085, H61 1.087
58 C 8.635 0.708 -1.246  C57 1.505, Cl59 1.784, H62 1.089, H63 1.088
59 Cl 8.880 2.134 -2.289  C58 1.784
60 H 8.009 -0.570 -2.868  C57 1.085
61 H 7.681 -1.201 -1.254  C57 1.087
62 H 9.609 0.247 -1.095  C58 1.089
63 H 8.264 1.062 -0.287  C58 1.088
64 Cl -10.344 2.226 -1.948  C65 1.784
65 C -9.361 1.613 -3.305  Cl64 1.784, C66 1.507, H68 1.087, H69 1.089
66 C -7.928 2.073 -3.232  C65 1.507, Cl67 1.781, H70 1.089, H71 1.088
67 Cl -7.766 3.825 -3.511  C66 1.781
68 H -9.835 1.939 -4.227  C65 1.087
69 H -9.395 0.526 -3.254  C65 1.089
70 H -7.348 1.572 -4.006  C66 1.089
71 H -7.486 1.858 -2.262  C66 1.088
72 Cl 2.544 -4.773 1.267  C73 1.781
73 C 0.809 -5.153 1.134  Cl72 1.781, C74 1.507, H76 1.088, H77 1.089
74 C 0.557 -6.376 0.291  C73 1.507, Cl75 1.784, H78 1.088, H79 1.087
75 Cl 0.944 -6.096 -1.428  C74 1.784
76 H 0.308 -4.281 0.719  C73 1.088
77 H 0.443 -5.325 2.145  C73 1.089
78 H -0.496 -6.645 0.340  C74 1.088
79 H 1.153 -7.222 0.627  C74 1.087
80 Cl 2.843 -10.827 -4.639  C81 1.783
81 C 1.189 -10.167 -4.542  Cl80 1.783, C82 1.507, H84 1.087, H85 1.089
82 C 1.058 -9.109 -3.478  C81 1.507, Cl83 1.781, H86 1.089, H87 1.087
83 Cl 1.212 -9.781 -1.836  C82 1.781
84 H 0.512 -10.998 -4.359  C81 1.087
85 H 0.962 -9.732 -5.514  C81 1.089
86 H 0.074 -8.646 -3.541  C82 1.089
87 H 1.815 -8.337 -3.588  C82 1.087
88 Cl 6.437 -3.706 -2.135  C89 1.783
89 C 7.506 -4.599 -3.248  Cl88 1.783, C90 1.507, H92 1.087, H93 1.089
90 C 8.946 -4.561 -2.808  C89 1.507, Cl91 1.787, H94 1.088, H95 1.087
91 Cl 9.649 -2.925 -2.950  C90 1.787
92 H 7.383 -4.169 -4.239  C89 1.087
93 H 7.159 -5.631 -3.264  C89 1.089
94 H 9.540 -5.217 -3.443  C90 1.088
95 H 9.055 -4.877 -1.774  C90 1.087

F_max: 0.88 eV Å⁻¹
highest occupied orbital energy: -8.89 eV
SMILES string: C[C@H](O)CNCCOBCP(=O)(O)O.ClCCCl.ClCCCl.ClCCCl.ClCCCl.ClCCCl.ClCCCl.ClCCCl.ClCCCl
2S+1: 1

***

Record 2
# C22H49BrN4O12PS

4 unconnected molecules or ions with the total composition C22H49BrN4O12PS at a distorted geometry (wB97M-V/def2-TZVPD, the OMol25 dataset).

Last columns: bonded neighbours and bond lengths (Å).
Element x y z (Å)
1 O -0.816 -2.078 3.829  C2 1.161
2 C -0.744 -1.202 3.071  O1 1.161, Br3 1.921, C4 1.513
3 Br 0.842 -0.136 2.875  C2 1.921
4 C -1.854 -0.829 2.114  C2 1.513, N5 1.459, H15 1.085, H16 1.086
5 N -2.524 0.417 2.467  C4 1.459, N6 1.370, C9 1.363
6 N -1.931 1.498 3.064  N5 1.370, C7 1.328, H17 1.013
7 C -2.867 2.431 3.193  N6 1.328, N8 1.327, H18 1.076
8 N -4.037 2.038 2.705  C7 1.327, C9 1.336
9 C -3.815 0.801 2.253  N5 1.363, N8 1.336, N10 1.349
10 N -4.719 0.013 1.635  C9 1.349, P11 1.746, H19 1.007
11 P -6.318 0.488 1.120  N10 1.746, O12 1.582, O13 1.584, S14 1.879
12 O -6.592 -0.700 0.111  P11 1.582, H20 0.964
13 O -7.202 0.109 2.378  P11 1.584, H21 0.964
14 S -6.487 2.215 0.400  P11 1.879
15 H -2.581 -1.630 2.202  C4 1.085
16 H -1.479 -0.771 1.097  C4 1.086
17 H -0.950 1.560 3.308  N6 1.013
18 H -2.656 3.391 3.630  C7 1.076
19 H -4.418 -0.923 1.416  N10 1.007
20 H -6.133 -1.530 0.282  O12 0.964
21 H -6.711 0.036 3.205  O13 0.964
22 C 3.320 5.187 3.031  O23 1.414, H31 1.094, H32 1.091, H33 1.092
23 O 2.012 5.203 2.494  C22 1.414, C24 1.418
24 C 1.687 6.326 1.693  O23 1.418, C25 1.511, H34 1.094, H35 1.097
25 C 1.101 5.951 0.351  C24 1.511, O26 1.413, H36 1.093, H37 1.094
26 O 1.971 5.286 -0.542  C25 1.413, C27 1.409
27 C 2.393 3.968 -0.284  O26 1.409, C28 1.510, H38 1.093, H39 1.093
28 C 1.332 2.900 -0.410  C27 1.510, O29 1.422, H40 1.097, H41 1.094
29 O 0.327 3.014 0.588  C28 1.422, C30 1.405
30 C -1.010 2.984 0.159  O29 1.405, H42 1.092, H43 1.093, H44 1.101
31 H 3.348 5.647 4.023  C22 1.094
32 H 3.636 4.147 3.121  C22 1.091
33 H 4.029 5.704 2.379  C22 1.092
34 H 2.563 6.964 1.543  C24 1.094
35 H 0.928 6.921 2.217  C24 1.097
36 H 0.872 6.893 -0.154  C25 1.093
37 H 0.154 5.418 0.474  C25 1.094
38 H 2.916 3.884 0.672  C27 1.093
39 H 3.123 3.759 -1.071  C27 1.093
40 H 1.833 1.931 -0.293  C28 1.097
41 H 0.888 2.933 -1.410  C28 1.094
42 H -1.146 3.329 -0.868  C30 1.092
43 H -1.585 3.640 0.817  C30 1.093
44 H -1.412 1.963 0.244  C30 1.101
45 C 2.870 -3.550 2.480  O46 1.405, H54 1.095, H55 1.091, H56 1.095
46 O 3.572 -3.948 1.330  C45 1.405, C47 1.414
47 C 2.788 -4.161 0.174  O46 1.414, C48 1.511, H57 1.097, H58 1.097
48 C 3.238 -3.350 -1.019  C47 1.511, O49 1.417, H59 1.094, H60 1.091
49 O 3.084 -1.948 -0.889  C48 1.417, C50 1.415
50 C 3.945 -1.218 -0.037  O49 1.415, C51 1.512, H61 1.094, H62 1.095
51 C 5.377 -1.082 -0.503  C50 1.512, O52 1.410, H63 1.098, H64 1.095
52 O 6.069 -2.310 -0.512  C51 1.410, C53 1.414
53 C 6.759 -2.632 -1.703  O52 1.414, H65 1.093, H66 1.090, H67 1.094
54 H 2.555 -4.407 3.084  C45 1.095
55 H 3.527 -2.922 3.084  C45 1.091
56 H 1.992 -2.957 2.202  C45 1.095
57 H 1.733 -3.937 0.377  C47 1.097
58 H 2.855 -5.220 -0.104  C47 1.097
59 H 2.562 -3.618 -1.836  C48 1.094
60 H 4.246 -3.628 -1.330  C48 1.091
61 H 3.904 -1.583 0.993  C50 1.094
62 H 3.530 -0.205 -0.042  C50 1.095
63 H 5.876 -0.400 0.198  C51 1.098
64 H 5.394 -0.615 -1.493  C51 1.095
65 H 6.276 -2.193 -2.580  C53 1.093
66 H 6.753 -3.717 -1.812  C53 1.090
67 H 7.798 -2.294 -1.661  C53 1.094
68 C -5.628 -2.458 -2.549  O69 1.416, H77 1.096, H78 1.091, H79 1.091
69 O -4.296 -2.768 -2.182  C68 1.416, C70 1.419
70 C -3.639 -3.674 -3.053  O69 1.419, C71 1.513, H80 1.094, H81 1.097
71 C -2.252 -3.230 -3.462  C70 1.513, O72 1.410, H82 1.093, H83 1.094
72 O -2.190 -2.030 -4.200  C71 1.410, C73 1.409
73 C -2.340 -0.800 -3.529  O72 1.409, C74 1.512, H84 1.092, H85 1.093
74 C -1.140 -0.378 -2.712  C73 1.512, O75 1.425, H86 1.095, H87 1.094
75 O -0.867 -1.216 -1.592  C74 1.425, C76 1.414
76 C 0.447 -1.736 -1.539  O75 1.414, H88 1.092, H89 1.093, H90 1.096
77 H -6.331 -3.098 -2.004  C68 1.096
78 H -5.828 -1.419 -2.282  C68 1.091
79 H -5.808 -2.579 -3.618  C68 1.091
80 H -4.247 -3.832 -3.949  C70 1.094
81 H -3.528 -4.643 -2.550  C70 1.097
82 H -1.887 -3.999 -4.148  C71 1.093
83 H -1.569 -3.213 -2.607  C71 1.094
84 H -3.265 -0.749 -2.951  C73 1.092
85 H -2.418 -0.061 -4.330  C73 1.093
86 H -1.335 0.638 -2.351  C74 1.095
87 H -0.265 -0.340 -3.367  C74 1.094
88 H 0.874 -1.865 -2.535  C76 1.092
89 H 0.408 -2.719 -1.063  C76 1.093
90 H 1.114 -1.090 -0.957  C76 1.096

total charge: +1
F_max: 1.69 eV Å⁻¹
highest occupied orbital energy: -11.10 eV
2S+1: 1

***

Record 3
# C22H49ClN3O10P2

3 unconnected molecules or ions with the total composition C22H49ClN3O10P2 at a distorted geometry (wB97M-V/def2-TZVPD, the OMol25 dataset).

Last columns: bonded neighbours and bond lengths (Å).
Element x y z (Å)
1 C -1.014 -1.473 -4.760  C2 1.532, H17 1.088, H18 1.092, H19 1.090
2 C -0.369 -2.677 -4.066  C1 1.532, N3 1.454, H20 1.105, H21 1.086
3 N 0.421 -3.397 -5.052  C2 1.454, N4 1.423, H22 1.011
4 N 1.121 -4.512 -4.514  N3 1.423, C5 1.504, H23 1.017
5 C 2.590 -4.258 -4.312  N4 1.504, N6 1.465, C10 1.587, C13 1.564
6 N 2.690 -3.910 -2.893  C5 1.465, C7 1.266
7 C 3.717 -3.313 -2.454  N6 1.266, C8 1.506, C9 1.505
8 C 5.114 -3.351 -3.014  C7 1.506, H24 1.088, H25 1.091, H26 1.090
9 C 3.552 -2.497 -1.200  C7 1.505, H27 1.099, H28 1.089, H29 1.087
10 C 2.950 -3.056 -5.283  C5 1.587, O11 1.241, O12 1.254
11 O 3.058 -3.346 -6.485  C10 1.241
12 O 3.041 -1.921 -4.757  C10 1.254
13 C 3.228 -5.635 -4.692  C5 1.564, Cl14 1.809, C15 1.541, H30 1.083
14 Cl 4.780 -5.556 -5.617  C13 1.809
15 C 3.404 -6.557 -3.470  C13 1.541, C16 1.539, H31 1.091, H32 1.087
16 C 4.322 -7.764 -3.730  C15 1.539, H33 1.086, H34 1.088, H35 1.096
17 H -0.331 -0.627 -4.782  C1 1.088
18 H -1.191 -1.746 -5.802  C1 1.092
19 H -1.958 -1.186 -4.298  C1 1.090
20 H -1.197 -3.326 -3.727  C2 1.105
21 H 0.246 -2.370 -3.225  C2 1.086
22 H -0.197 -3.776 -5.757  N3 1.011
23 H 0.766 -4.697 -3.580  N4 1.017
24 H 5.402 -4.371 -3.257  C8 1.088
25 H 5.839 -2.988 -2.284  C8 1.091
26 H 5.145 -2.730 -3.909  C8 1.090
27 H 4.062 -3.004 -0.368  C9 1.099
28 H 4.034 -1.524 -1.291  C9 1.089
29 H 2.509 -2.426 -0.905  C9 1.087
30 H 2.524 -6.140 -5.343  C13 1.083
31 H 2.419 -6.957 -3.227  C15 1.091
32 H 3.837 -6.016 -2.632  C15 1.087
33 H 5.371 -7.515 -3.602  C16 1.086
34 H 4.125 -8.238 -4.689  C16 1.088
35 H 4.097 -8.505 -2.954  C16 1.096
36 O 0.088 -1.719 1.854  P37 1.479
37 P 0.481 -0.947 3.052  O36 1.479, O38 1.626, O41 1.652, O44 1.591
38 O -0.898 -0.611 3.846  P37 1.626, C39 1.426
39 C -1.889 -1.620 4.029  O38 1.426, C40 1.517, H47 1.091, H48 1.091
40 C -1.550 -2.550 5.178  C39 1.517, H49 1.093, H50 1.090, H51 1.091
41 O 0.760 0.503 2.313  P37 1.652, C42 1.436
42 C 1.189 0.528 0.943  O41 1.436, C43 1.514, H52 1.088, H53 1.091
43 C 0.034 0.864 0.024  C42 1.514, H54 1.090, H55 1.091, H56 1.092
44 O 1.518 -0.592 4.205  P37 1.591, C45 1.441
45 C 1.325 0.565 5.042  O44 1.441, C46 1.526, H57 1.085, H58 1.089
46 C 0.986 0.150 6.471  C45 1.526, H59 1.087, H60 1.090, H61 1.090
47 H -2.036 -2.184 3.106  C39 1.091
48 H -2.823 -1.097 4.237  C39 1.091
49 H -0.550 -2.973 5.060  C40 1.093
50 H -2.271 -3.366 5.233  C40 1.090
51 H -1.572 -2.014 6.128  C40 1.091
52 H 1.645 -0.421 0.668  C42 1.088
53 H 1.962 1.294 0.856  C42 1.091
54 H -0.851 0.278 0.272  C43 1.090
55 H 0.293 0.677 -1.019  C43 1.091
56 H -0.233 1.918 0.132  C43 1.092
57 H 0.567 1.220 4.628  C45 1.085
58 H 2.270 1.106 5.013  C45 1.089
59 H 0.683 -0.893 6.513  C46 1.087
60 H 0.186 0.771 6.874  C46 1.090
61 H 1.849 0.269 7.126  C46 1.090
62 O -4.260 6.022 3.501  P63 1.467
63 P -4.004 5.963 2.058  O62 1.467, O64 1.599, O67 1.631, O70 1.572
64 O -2.518 5.462 1.745  P63 1.599, C65 1.433
65 C -1.894 4.466 2.564  O64 1.433, C66 1.515, H73 1.091, H74 1.090
66 C -2.353 3.067 2.204  C65 1.515, H75 1.093, H76 1.091, H77 1.089
67 O -3.854 7.513 1.574  P63 1.631, C68 1.426
68 C -4.394 8.577 2.355  O67 1.426, C69 1.516, H78 1.090, H79 1.092
69 C -3.302 9.283 3.135  C68 1.516, H80 1.090, H81 1.091, H82 1.091
70 O -4.833 5.462 0.820  P63 1.572, C71 1.448
71 C -4.278 5.528 -0.515  O70 1.448, C72 1.525, H83 1.086, H84 1.088
72 C -3.993 4.130 -1.053  C71 1.525, H85 1.087, H86 1.089, H87 1.090
73 H -2.072 4.672 3.620  C65 1.091
74 H -0.822 4.561 2.395  C65 1.090
75 H -3.444 2.995 2.224  C66 1.093
76 H -1.937 2.337 2.900  C66 1.091
77 H -2.021 2.802 1.201  C66 1.089
78 H -5.170 8.211 3.027  C68 1.090
79 H -4.866 9.273 1.658  C68 1.092
80 H -2.658 8.561 3.634  C69 1.090
81 H -3.730 9.951 3.884  C69 1.091
82 H -2.673 9.872 2.465  C69 1.091
83 H -3.388 6.151 -0.532  C71 1.086
84 H -5.032 6.027 -1.121  C71 1.088
85 H -3.992 3.394 -0.253  C72 1.087
86 H -3.031 4.099 -1.564  C72 1.089
87 H -4.751 3.829 -1.776  C72 1.090

total charge: -1
F_max: 7.03 eV Å⁻¹
highest occupied orbital energy: -4.26 eV
2S+1: 1